#w
13
Properties=species:S:1:pos:R:3:nbo_charge:R:1 method="wB97M-V/def2-TZVPD" lumo_energy_ev=0.702 total_charge=0 homo_lumo_gap_ev=9.183 multiplicity=1 homo_energy_ev=-8.481
C -1.707 0.350 0.012 0.258
C 0.427 1.179 -0.092 0.104
C 0.085 -1.256 0.210 -0.416
N -1.815 1.681 -0.035 -0.317
N -0.384 0.021 -0.008 -0.439
O -0.493 2.198 0.202 -0.373
S -2.969 -0.727 -0.091 -0.246
H 1.359 1.254 0.418 0.198
H 0.584 1.369 -1.132 0.154
H -0.698 -2.046 0.360 0.267
H 0.881 -1.668 -0.590 0.196
H 0.641 -1.123 1.172 0.192
H -2.596 2.152 0.431 0.423



#x
13
Properties=species:S:1:pos:R:3:nbo_charge:R:1 method="wB97M-V/def2-TZVPD" lumo_energy_ev=0.403 total_charge=0 homo_lumo_gap_ev=9.605 multiplicity=1 homo_energy_ev=-9.202
C 0.374 -0.565 -0.617 -0.157
C 0.749 0.620 0.269 -0.209
C -0.855 -0.696 0.244 0.693
H -0.742 -0.910 -2.279 0.387
H 0.815 -0.402 -2.555 0.365
H 0.920 -1.466 -0.430 0.190
H 1.623 0.474 0.830 0.192
H 0.656 1.511 -0.240 0.205
H -0.110 1.368 3.307 0.131
N 0.055 -0.366 -1.987 -0.832
N -0.407 0.289 1.167 -0.597
O -1.892 -1.323 0.158 -0.559
S -1.187 1.467 2.133 0.190



Stability summary - winner: #x; margin: 0.0275 hartree.



#w
10
Properties=species:S:1:pos:R:3:nbo_charge:R:1 method="wB97M-V/def2-TZVPD" lumo_energy_ev=-0.493 total_charge=0 homo_lumo_gap_ev=8.266 multiplicity=1 homo_energy_ev=-8.759
C -0.515 0.270 -0.953 -0.022
C 0.709 1.070 -0.425 -0.441
H -0.113 -0.452 1.424 0.348
H -1.582 -1.405 1.550 0.393
H -0.796 0.632 -1.926 0.208
H 1.470 -1.167 -0.217 0.146
N -0.736 -1.070 0.944 -0.645
N -1.044 -0.636 -0.305 -0.213
S 1.888 0.091 0.177 0.179
S 0.720 2.667 -0.269 0.048



#x
10
Properties=species:S:1:pos:R:3:nbo_charge:R:1 method="wB97M-V/def2-TZVPD" lumo_energy_ev=-1.785 total_charge=0 homo_lumo_gap_ev=6.996 multiplicity=1 homo_energy_ev=-8.781
C -1.331 -0.779 -0.262 0.230
C 1.641 0.893 0.431 -0.534
H -1.765 0.774 1.077 0.337
H -1.449 -1.859 -0.736 0.213
H 0.874 -1.036 -1.097 0.328
H 1.915 1.448 1.516 0.307
N -2.177 -0.121 0.699 -0.707
N -0.373 -0.050 -1.136 -0.836
S 0.389 1.403 -0.473 0.649
S 2.274 -0.673 -0.019 0.013



Stability summary - winner: #w; margin: 0.1175 hartree.



#w
10
Properties=species:S:1:pos:R:3:nbo_charge:R:1 method="wB97M-V/def2-TZVPD" lumo_energy_ev=-0.436 total_charge=0 homo_lumo_gap_ev=8.018 multiplicity=1 homo_energy_ev=-8.454
C 1.877 0.954 -0.537 -0.062
C -0.760 -0.652 -0.064 -0.566
H 0.325 0.595 1.739 0.363
H 1.516 0.344 3.019 0.414
H 2.785 0.986 -1.275 0.254
H -0.069 -0.986 1.061 0.278
N 1.261 0.202 1.843 -0.702
N 2.187 0.619 0.708 -0.245
S 0.058 0.572 -1.240 0.157
S -2.270 -1.103 0.065 0.108



#x
10
Properties=species:S:1:pos:R:3:nbo_charge:R:1 method="wB97M-V/def2-TZVPD" lumo_energy_ev=-0.187 total_charge=0 homo_lumo_gap_ev=8.545 multiplicity=1 homo_energy_ev=-8.732
C -0.423 -0.140 0.285 -0.022
C 0.894 -0.351 -0.328 0.039
H -3.228 -2.008 0.316 0.125
H -0.531 0.663 1.016 0.183
H 1.052 -1.382 -0.708 0.200
H 2.827 2.578 -0.548 0.126
N -1.274 -1.079 0.057 -0.505
N 1.824 0.461 -0.632 -0.515
S -2.730 -0.851 0.838 0.215
S 1.588 2.109 -0.295 0.154



Stability summary - winner: #x; margin: 0.1299 hartree.



#w
10
Properties=species:S:1:pos:R:3:nbo_charge:R:1 method="wB97M-V/def2-TZVPD" lumo_energy_ev=-0.538 total_charge=0 homo_lumo_gap_ev=8.611 multiplicity=1 homo_energy_ev=-9.149
C 0.028 0.518 1.904 0.286
C -0.255 -0.327 -1.458 -0.526
H -1.865 0.451 1.533 0.343
H 0.870 1.086 2.387 0.165
H 1.525 -0.441 0.974 0.410
H -0.872 -0.790 -2.229 0.223
N -1.121 1.034 1.910 -0.670
N 0.564 -0.527 1.183 -0.778
S -0.381 -1.269 -0.013 0.529
S 0.731 0.957 -1.674 0.019



#x
10
Properties=species:S:1:pos:R:3:nbo_charge:R:1 method="wB97M-V/def2-TZVPD" lumo_energy_ev=0.544 total_charge=0 homo_lumo_gap_ev=7.484 multiplicity=1 homo_energy_ev=-6.940
C 0.207 -0.729 0.301 -0.025
C 0.252 0.773 0.372 -0.112
N 0.221 -1.648 -0.763 -0.849
N -0.311 1.645 -0.458 -0.838
S 0.535 -1.043 2.011 0.163
S 0.333 0.941 2.131 0.113
H 0.079 -1.494 -1.779 0.409
H 0.052 -2.622 -0.630 0.390
H -0.086 2.578 -0.377 0.375
H -1.282 1.599 -0.807 0.374



#y
10
Properties=species:S:1:pos:R:3:nbo_charge:R:1 method="wB97M-V/def2-TZVPD" lumo_energy_ev=-0.402 total_charge=0 homo_lumo_gap_ev=8.082 multiplicity=1 homo_energy_ev=-8.484
C -3.032 0.717 -0.692 0.064
C 1.707 -0.193 -0.749 -0.150
N -4.027 0.272 -0.318 -0.287
N 1.142 -0.570 0.374 -0.550
S 0.158 -1.805 0.700 -0.081
S 1.562 0.466 1.666 0.232
H -2.456 1.349 -1.303 0.223
H 2.300 0.677 -0.678 0.190
H 1.735 -0.883 -1.638 0.225
H 0.910 -0.029 2.638 0.135



Stability summary - winner: #w; margin: 0.0299 hartree.



#w
105
Properties=species:S:1:pos:R:3:lowdin_charge:R:1 method="wB97M-V/def2-TZVPD" lumo_energy_ev=0.370 total_charge=0 homo_lumo_gap_ev=8.056 multiplicity=1 homo_energy_ev=-7.686
Zn 1.334 0.070 1.318 0.569
C -4.785 -5.493 4.065 -0.053
C -3.973 -4.295 3.657 -0.275
C -4.033 -3.111 4.384 -0.037
C -3.310 -1.993 3.990 -0.077
C -2.502 -2.072 2.870 -0.381
C -2.438 -3.236 2.118 -0.068
C -3.167 -4.342 2.520 -0.035
S -1.634 -0.604 2.300 0.824
O -3.022 1.287 -0.941 -0.295
O -1.732 0.356 3.425 -0.511
N -0.067 -1.135 2.148 -0.285
C 0.701 -1.424 3.265 -0.422
C 0.312 -2.005 4.478 0.008
C 1.270 -2.177 5.453 -0.052
C 2.589 -1.785 5.231 -0.069
C 2.894 -1.228 4.009 -0.117
N 1.976 -1.061 3.059 0.042
H -5.051 -5.449 5.120 0.075
H -4.237 -6.418 3.887 0.077
H -5.711 -5.543 3.489 0.084
H -4.658 -3.060 5.268 0.112
H -3.348 -1.063 4.542 0.108
H -1.810 -3.276 1.239 0.092
H -3.111 -5.258 1.944 0.114
H -0.710 -2.301 4.644 0.100
H 0.989 -2.616 6.401 0.111
H 3.350 -1.902 5.988 0.101
H 3.895 -0.894 3.763 0.118
Cl 3.724 6.749 2.621 0.671
C 3.530 5.080 2.242 -0.726
C 2.386 4.397 2.640 -0.714
Cl 1.141 5.219 3.500 0.696
C 2.230 3.058 2.317 -0.579
Cl 0.777 2.213 2.740 0.815
C 3.188 2.344 1.572 -0.481
O 3.008 1.124 1.177 -0.258
C 4.352 3.055 1.211 -0.596
Cl 5.555 2.202 0.320 0.755
C 4.514 4.394 1.529 -0.708
Cl 5.931 5.226 1.017 0.691
C -0.884 1.126 -2.539 -0.271
N -0.130 0.107 -3.239 -0.174
C 1.279 -0.055 -2.958 -0.304
P 1.959 0.387 -1.271 1.090
C 3.583 -0.425 -1.491 -0.359
C 4.056 -1.217 -0.447 -0.104
C 5.256 -1.899 -0.559 -0.069
C 6.006 -1.799 -1.721 -0.077
C 5.541 -1.027 -2.774 -0.073
C 4.336 -0.351 -2.663 -0.104
C 2.236 2.193 -1.348 -0.358
C 3.307 2.797 -2.000 -0.096
C 3.489 4.171 -1.925 -0.074
C 2.604 4.959 -1.204 -0.068
C 1.529 4.367 -0.556 -0.067
C 1.355 2.995 -0.626 -0.155
C -0.617 -0.465 -4.413 -0.216
C 0.242 -1.119 -5.308 -0.033
C -0.249 -1.717 -6.458 -0.093
C -1.599 -1.685 -6.762 -0.108
C -2.457 -1.039 -5.884 -0.086
C -1.984 -0.443 -4.729 -0.033
P -1.510 0.599 -0.848 1.014
C -1.975 -1.113 -1.307 -0.351
C -3.247 -1.416 -1.788 -0.089
C -3.567 -2.710 -2.172 -0.074
C -2.617 -3.717 -2.090 -0.081
C -1.349 -3.428 -1.605 -0.084
C -1.036 -2.137 -1.206 -0.124
C -3.501 2.198 -0.020 -0.327
C -2.759 3.293 0.391 -0.028
C -3.304 4.183 1.305 -0.074
C -4.588 3.991 1.790 -0.093
C -5.330 2.903 1.353 -0.079
C -4.792 2.004 0.448 -0.013
H -1.765 1.412 -3.108 0.085
H -0.281 2.034 -2.431 0.078
H 1.891 0.511 -3.676 0.097
H 1.543 -1.112 -3.066 0.094
H 3.496 -1.285 0.476 0.073
H 5.609 -2.504 0.266 0.108
H 6.947 -2.326 -1.809 0.105
H 6.114 -0.951 -3.689 0.106
H 3.990 0.228 -3.510 0.096
H 4.035 2.203 -2.532 0.089
H 4.340 4.623 -2.416 0.111
H 2.759 6.027 -1.135 0.113
H 0.841 4.968 0.026 0.114
H 0.540 2.532 -0.083 0.043
H 1.304 -1.162 -5.122 0.091
H 0.445 -2.212 -7.125 0.102
H -1.975 -2.152 -7.662 0.096
H -3.519 -1.007 -6.091 0.104
H -2.696 0.012 -4.059 0.090
H -3.995 -0.638 -1.852 0.102
H -4.559 -2.928 -2.545 0.105
H -2.864 -4.724 -2.399 0.102
H -0.604 -4.209 -1.526 0.106
H -0.051 -1.934 -0.806 0.077
H -1.766 3.449 -0.006 0.095
H -2.718 5.028 1.639 0.105
H -5.008 4.686 2.505 0.101
H -6.332 2.744 1.730 0.104
H -5.348 1.139 0.110 0.117



#x
105
Properties=species:S:1:pos:R:3:lowdin_charge:R:1 method="wB97M-V/def2-TZVPD" lumo_energy_ev=0.370 total_charge=0 homo_lumo_gap_ev=8.261 multiplicity=1 homo_energy_ev=-7.891
Zn -0.257 -0.259 0.962 0.597
C 1.429 6.930 2.997 -0.044
C 0.929 5.540 3.279 -0.271
C 1.751 4.431 3.095 -0.045
C 1.287 3.150 3.350 -0.062
C -0.016 2.968 3.788 -0.275
C -0.843 4.060 4.008 -0.054
C -0.365 5.336 3.753 -0.042
S -0.628 1.316 3.967 0.591
O 0.487 0.497 4.353 -0.306
O -1.793 1.386 4.806 -0.289
N -1.003 0.877 2.465 -0.160
C -2.158 1.245 1.808 -0.417
C -3.276 1.951 2.270 -0.003
C -4.307 2.178 1.385 -0.051
C -4.240 1.710 0.072 -0.062
C -3.116 1.007 -0.298 -0.154
N -2.104 0.792 0.542 -0.025
H 2.411 6.909 2.527 0.074
H 1.509 7.510 3.918 0.086
H 0.745 7.463 2.334 0.081
H 2.771 4.574 2.753 0.115
H 1.930 2.287 3.229 0.100
H -1.844 3.907 4.388 0.110
H -1.007 6.192 3.925 0.119
H -3.331 2.268 3.299 0.096
H -5.182 2.722 1.719 0.114
H -5.038 1.879 -0.635 0.106
H -2.999 0.610 -1.300 0.113
Cl -1.855 -7.336 2.529 0.666
C -1.204 -5.796 2.115 -0.720
C -2.047 -4.725 1.840 -0.702
Cl -3.756 -4.928 1.914 0.685
C -1.514 -3.491 1.500 -0.586
Cl -2.540 -2.149 1.154 0.771
C -0.130 -3.255 1.414 -0.453
O 0.389 -2.110 1.075 -0.257
C 0.698 -4.361 1.704 -0.583
Cl 2.405 -4.128 1.625 0.770
C 0.174 -5.600 2.043 -0.699
Cl 1.235 -6.915 2.380 0.681
C 1.577 3.436 -0.737 -0.328
N 2.824 2.709 -0.841 -0.189
C 3.063 1.701 0.183 -0.270
P 2.159 0.058 0.208 1.058
C 2.470 -0.693 -1.423 -0.351
C 2.238 -2.064 -1.560 -0.089
C 2.424 -2.684 -2.785 -0.065
C 2.834 -1.946 -3.889 -0.079
C 3.061 -0.585 -3.760 -0.078
C 2.879 0.042 -2.534 -0.098
C 3.317 -0.782 1.326 -0.389
C 3.004 -0.832 2.680 -0.104
C 3.894 -1.407 3.578 -0.072
C 5.085 -1.950 3.122 -0.085
C 5.396 -1.911 1.768 -0.084
C 4.519 -1.321 0.872 -0.098
C 3.971 3.427 -1.260 -0.234
C 4.020 4.821 -1.268 -0.030
C 5.150 5.486 -1.727 -0.086
C 6.257 4.784 -2.170 -0.100
C 6.220 3.396 -2.151 -0.080
C 5.096 2.724 -1.708 -0.033
P 0.125 2.342 -1.099 1.072
C -1.176 3.620 -1.025 -0.365
C -1.427 4.197 0.221 -0.104
C -2.424 5.149 0.367 -0.078
C -3.194 5.523 -0.726 -0.086
C -2.956 4.949 -1.966 -0.081
C -1.949 4.004 -2.117 -0.080
C 0.305 2.002 -2.883 -0.393
C 1.032 2.785 -3.778 -0.084
C 1.154 2.405 -5.107 -0.075
C 0.538 1.246 -5.561 -0.086
C -0.190 0.459 -4.681 -0.077
C -0.293 0.832 -3.349 -0.109
H 1.572 4.253 -1.455 0.078
H 1.412 3.874 0.259 0.085
H 2.882 2.112 1.188 0.083
H 4.115 1.426 0.152 0.087
H 1.917 -2.638 -0.702 0.066
H 2.248 -3.749 -2.875 0.107
H 2.976 -2.433 -4.845 0.103
H 3.371 0.001 -4.616 0.106
H 3.038 1.107 -2.455 0.075
H 2.061 -0.442 3.045 0.070
H 3.639 -1.445 4.629 0.112
H 5.770 -2.415 3.819 0.104
H 6.322 -2.343 1.410 0.104
H 4.761 -1.302 -0.185 0.109
H 3.187 5.403 -0.899 0.101
H 5.161 6.569 -1.721 0.103
H 7.136 5.306 -2.522 0.100
H 7.073 2.825 -2.497 0.105
H 5.081 1.642 -1.731 0.101
H -0.844 3.896 1.086 0.089
H -2.606 5.587 1.340 0.102
H -3.979 6.260 -0.610 0.102
H -3.554 5.237 -2.821 0.103
H -1.770 3.562 -3.090 0.101
H 1.523 3.692 -3.447 0.102
H 1.729 3.018 -5.790 0.106
H 0.635 0.952 -6.598 0.105
H -0.657 -0.455 -5.024 0.108
H -0.825 0.193 -2.652 0.095



Stability summary - winner: #x; margin: 0.0295 hartree.



#w
12
Properties=species:S:1:pos:R:3:nbo_charge:R:1 method="wB97M-V/def2-TZVPD" lumo_energy_ev=0.388 total_charge=0 homo_lumo_gap_ev=9.183 multiplicity=1 homo_energy_ev=-8.795
C 1.017 2.202 -1.480 -0.749
S 1.227 0.493 -0.901 0.067
S 1.571 0.813 1.147 -0.121
H 1.064 2.856 -0.610 0.235
H 0.036 2.345 -1.927 0.227
H 1.790 2.488 -2.187 0.223
H 2.585 1.667 0.947 0.121
O -1.484 -2.689 2.341 -0.534
C -2.081 -2.763 1.317 0.648
O -1.894 -1.932 0.244 -0.722
H -2.873 -3.501 1.110 0.106
H -0.959 -1.978 0.000 0.498



#x
12
Properties=species:S:1:pos:R:3:nbo_charge:R:1 method="wB97M-V/def2-TZVPD" lumo_energy_ev=0.317 total_charge=0 homo_lumo_gap_ev=8.930 multiplicity=1 homo_energy_ev=-8.612
C 0.866 0.927 0.888 -0.751
S 1.363 -0.672 0.187 0.073
S 2.387 0.038 -1.517 -0.154
H 1.599 1.437 1.513 0.219
H 0.000 0.729 1.519 0.260
H 0.581 1.589 0.078 0.223
H 2.565 1.278 -1.015 0.138
O -2.015 -0.482 1.016 -0.542
C -2.143 -1.122 0.030 0.678
O -1.795 -0.779 -1.240 -0.761
H -2.556 -2.140 0.035 0.097
H -0.853 -0.803 -1.494 0.521



Stability summary - winner: #w; margin: 0.0058 hartree.